No. 1
Here is C46H35Br2N6OS3Sn as an isolated structure from OMol25. Energies are from ωB97M-V/def2-TZVPD.

Summary:
**Orbital gap (alpha / beta)**: 6.591 / 5.143 eV
**Total energy**: -8733.4481 Ha
**Molar mass**: 1062.5 g/mol
**Charge**: +3
**LUMO (alpha / beta)**: -8.637 / -9.500 eV
**Spin multiplicity**: 1

Structure (XYZ):
```
94
Properties=species:S:1:pos:R:3:forces:R:3
Sn 0.1300 0.2554 -0.0414 -0.02 -0.40 0.22
N 1.9639 -0.7751 -0.2112 0.11 0.05 0.07
S 3.2785 -0.3764 0.3860 -0.29 -0.16 -0.16
N 3.2442 0.3900 1.8127 0.25 0.14 0.02
S 3.0235 -0.1999 3.2299 0.03 -0.02 -0.04
N 1.6667 -0.8850 3.5383 -0.13 -0.09 0.17
S 0.1960 -0.2711 3.2252 -0.10 -0.01 -0.16
N -0.3640 -0.3947 1.8537 0.23 0.09 0.02
C 0.1875 1.3949 3.8433 0.02 0.01 0.00
C 0.1296 2.4388 2.9304 -0.01 -0.06 0.06
C 0.1437 3.7440 3.3956 0.00 0.03 0.00
C 0.2037 3.9902 4.7609 0.00 0.02 -0.03
C 0.2580 2.9367 5.6655 0.02 -0.03 0.02
C 0.2540 1.6275 5.2120 0.06 0.01 0.01
C -0.7994 -1.1906 4.3562 0.07 -0.03 -0.01
C -0.3939 -2.4411 4.8007 -0.04 0.08 0.01
C -1.2573 -3.1677 5.6067 0.01 -0.01 0.00
C -2.4936 -2.6421 5.9558 0.01 -0.01 0.01
C -2.8871 -1.3927 5.4914 0.00 0.03 -0.02
C -2.0424 -0.6573 4.6773 -0.02 -0.01 -0.02
C 3.3877 1.1644 4.2905 -0.02 -0.02 0.03
C 3.4971 0.8632 5.6458 0.02 0.00 -0.05
C 3.8426 1.8774 6.5190 -0.03 -0.01 0.02
C 4.0633 3.1637 6.0358 -0.01 0.01 0.01
C 3.9407 3.4439 4.6824 -0.01 -0.01 -0.01
C 3.6038 2.4374 3.7871 -0.04 0.00 0.00
C 4.2227 -1.4079 3.6852 0.01 -0.01 -0.04
C 5.5533 -1.0362 3.5109 -0.04 -0.01 0.03
C 6.5394 -1.9385 3.8635 -0.02 0.00 0.01
C 6.1897 -3.1798 4.3873 0.01 0.01 -0.01
C 4.8578 -3.5247 4.5651 -0.02 0.00 0.02
C 3.8540 -2.6362 4.2088 0.02 0.04 0.06
C 4.2119 0.7905 -0.5471 -0.02 0.02 0.01
C 5.1526 1.6258 0.0477 -0.02 -0.01 -0.03
C 5.8891 2.4723 -0.7637 0.00 0.00 0.00
C 5.6839 2.4731 -2.1393 0.00 0.00 -0.01
C 4.7436 1.6304 -2.7162 -0.02 -0.02 -0.01
C 3.9981 0.7747 -1.9198 0.01 0.01 0.03
C 4.2666 -1.8419 0.4816 0.07 0.09 -0.01
C 3.6270 -3.0016 0.9080 0.03 0.04 -0.07
C 4.3568 -4.1756 0.9558 -0.01 -0.01 0.01
C 5.6938 -4.1837 0.5715 0.00 0.00 0.01
C 6.3124 -3.0186 0.1425 -0.01 0.03 0.00
C 5.6001 -1.8283 0.0959 -0.02 -0.03 0.04
H 0.0687 2.2464 1.8667 -0.01 0.03 0.00
H 0.1004 4.5654 2.6924 0.00 0.00 0.00
H 0.2015 5.0096 5.1232 0.00 0.00 0.01
H 0.2958 3.1346 6.7282 0.00 0.00 0.00
H 0.2939 0.8033 5.9131 -0.01 -0.01 0.00
H 0.5707 -2.8340 4.5205 0.02 -0.03 0.02
H -0.9612 -4.1438 5.9655 0.00 0.00 0.01
H -3.1557 -3.2083 6.5969 0.00 -0.01 -0.01
H -3.8516 -0.9894 5.7680 0.00 0.00 0.01
H -2.3417 0.3165 4.3096 0.00 0.00 0.01
H 3.3385 -0.1474 6.0034 0.00 0.02 0.03
H 3.9514 1.6639 7.5736 0.00 0.01 0.00
H 4.3411 3.9521 6.7227 0.01 0.00 0.00
H 4.1223 4.4455 4.3171 -0.01 0.00 0.00
H 3.5148 2.6324 2.7277 0.01 0.01 0.00
H 5.8109 -0.0570 3.1255 0.02 -0.01 -0.02
H 7.5800 -1.6701 3.7440 0.01 -0.01 -0.01
H 6.9664 -3.8792 4.6664 0.00 0.00 0.02
H 4.5971 -4.4855 4.9874 0.00 0.00 -0.01
H 2.8124 -2.8827 4.3438 -0.01 -0.02 -0.01
H 5.3008 1.6150 1.1183 0.00 0.01 0.01
H 6.6242 3.1326 -0.3244 0.00 0.00 0.00
H 6.2633 3.1368 -2.7669 0.01 0.00 0.01
H 4.5915 1.6351 -3.7866 0.01 0.01 0.00
H 3.2651 0.1046 -2.3490 0.01 0.00 -0.02
H 2.5780 -2.9774 1.1760 0.00 -0.02 -0.01
H 3.8807 -5.0907 1.2818 0.01 0.00 0.00
H 6.2536 -5.1092 0.5972 0.00 0.00 0.00
H 7.3479 -3.0333 -0.1687 0.00 -0.01 0.00
H 6.0745 -0.9202 -0.2488 0.01 -0.01 -0.01
Br -0.8023 5.4592 -0.7025 -0.04 -0.01 -0.01
C -2.1030 4.1539 -0.4742 0.11 -0.04 -0.05
C -3.4317 4.4999 -0.3104 -0.02 -0.05 0.01
C -4.4002 3.5268 -0.1143 -0.05 0.07 -0.02
Br -6.1695 4.0582 0.0416 0.02 -0.01 0.00
C -4.0499 2.1341 -0.0175 0.02 -0.04 0.02
C -4.9567 1.1037 0.2783 -0.01 0.00 0.00
C -4.4946 -0.1836 0.4171 -0.02 0.01 0.01
C -3.1302 -0.4312 0.2804 0.09 -0.03 0.03
N -2.2676 0.5169 -0.0532 -0.17 0.02 -0.29
C -2.7119 1.7746 -0.2177 0.06 0.03 0.04
C -1.6975 2.7790 -0.5480 -0.07 0.08 0.00
O -0.5375 2.4270 -0.8663 0.00 0.04 0.03
H -3.7210 5.5413 -0.3443 0.00 0.00 0.01
H -6.0063 1.3290 0.4100 0.00 0.00 -0.01
H -5.1692 -0.9966 0.6435 0.01 0.00 0.02
H -2.7209 -1.4175 0.4625 -0.01 -0.01 -0.03
N -0.4443 -2.8806 -1.6710 -0.06 0.06 -0.04
C -0.4326 -1.8565 -1.1544 0.00 0.15 0.10
H -0.4468 -3.7661 -2.1478 -0.02 -0.01 -0.01
```
Forces are in eV/Å.

How positive or negative is each atom? The Löwdin charges in e answer that:
1. Sn 1.23
2. N -0.42
3. S 0.80
4. N -0.36
5. S 0.91
6. N -0.35
7. S 0.81
8. N -0.37
9. C -0.33
10. C -0.07
11. C -0.04
12. C -0.03
13. C -0.03
14. C -0.06
15. C -0.33
16. C -0.05
17. C -0.04
18. C -0.03
19. C -0.04
20. C -0.06
21. C -0.33
22. C -0.06
23. C -0.03
24. C -0.03
25. C -0.04
26. C -0.05
27. C -0.34
28. C -0.05
29. C -0.03
30. C -0.02
31. C -0.03
32. C -0.06
33. C -0.34
34. C -0.07
35. C -0.04
36. C -0.03
37. C -0.03
38. C -0.05
39. C -0.31
40. C -0.08
41. C -0.05
42. C -0.03
43. C -0.03
44. C -0.04
45. H 0.06
46. H 0.11
47. H 0.13
48. H 0.13
49. H 0.13
50. H 0.09
51. H 0.12
52. H 0.12
53. H 0.12
54. H 0.12
55. H 0.13
56. H 0.13
57. H 0.13
58. H 0.12
59. H 0.11
60. H 0.12
61. H 0.13
62. H 0.13
63. H 0.12
64. H 0.10
65. H 0.10
66. H 0.12
67. H 0.12
68. H 0.12
69. H 0.11
70. H 0.11
71. H 0.12
72. H 0.12
73. H 0.12
74. H 0.12
75. Br 0.93
76. C -0.58
77. C -0.13
78. C -0.58
79. Br 0.97
80. C -0.16
81. C 0.02
82. C 0.01
83. C -0.09
84. N 0.01
85. C -0.14
86. C -0.39
87. O -0.13
88. H 0.12
89. H 0.10
90. H 0.13
91. H 0.11
92. N 0.22
93. C -0.04
94. H 0.13

---

No. 2
Here is C46H35ClILaN6O2P2S as an isolated structure from OMol25. Energies are from ωB97M-V/def2-TZVPD.

Summary:
**Orbital gap**: 7.407 eV
**Total energy**: -4122.8798 Ha
**Molar mass**: 1099.1 g/mol
**Charge**: +2
**LUMO**: -5.201 eV
**Spin multiplicity**: 1

Structure (XYZ):
```
95
Properties=species:S:1:pos:R:3:forces:R:3
La 0.4819 -0.3875 -0.7801 1.67 1.62 -2.67
O 0.8953 1.6613 -0.0053 0.88 2.12 0.69
S -0.3899 2.0988 0.7135 0.31 1.09 0.65
C -0.7178 3.6316 -0.1469 -0.30 -0.31 -0.05
C -0.2767 4.8934 0.1998 0.08 -0.02 0.15
C -0.5085 5.9360 -0.6880 0.02 0.04 -0.01
C -1.1613 5.7032 -1.8883 0.00 -0.01 -0.02
C -1.5583 4.4180 -2.2452 0.03 -0.01 0.08
C -1.3370 3.3596 -1.3761 0.02 -0.15 0.11
P -1.6198 1.5762 -1.7710 -1.22 0.96 -0.59
C -3.1956 1.2568 -0.8973 0.06 -0.07 -0.11
C -3.3249 0.1052 -0.1171 0.00 0.22 -0.05
C -4.5214 -0.1697 0.5288 0.02 -0.10 0.04
C -5.5915 0.7068 0.4051 -0.03 0.02 0.00
C -5.4615 1.8646 -0.3487 -0.02 0.06 -0.02
C -4.2673 2.1417 -0.9985 0.08 -0.08 0.08
C -2.0341 1.6298 -3.5454 0.24 0.00 0.11
C -0.9658 1.9020 -4.4052 -0.16 -0.03 0.01
C -1.1710 1.9568 -5.7732 0.12 0.01 0.00
C -2.4361 1.7130 -6.2929 -0.06 0.01 -0.02
C -3.4906 1.4101 -5.4452 0.00 -0.02 -0.02
C -3.2952 1.3706 -4.0700 0.03 0.01 0.06
C 0.1643 2.4440 2.3731 -0.14 -0.08 -0.02
C -0.2865 3.5396 3.0949 -0.14 0.04 -0.12
C 0.1827 3.7332 4.3836 0.00 -0.05 0.03
C 1.0757 2.8256 4.9338 0.00 0.02 0.04
C 1.4641 1.6990 4.2234 -0.04 0.06 -0.02
C 0.9959 1.4703 2.9342 0.00 -0.09 -0.21
P 1.4305 -0.0931 2.0278 0.36 -0.28 1.53
C 1.2036 -1.4131 3.2705 0.01 0.07 -0.14
C 0.1221 -2.2709 3.0587 0.00 0.11 -0.04
C -0.1084 -3.3413 3.9098 -0.01 -0.03 0.07
C 0.7407 -3.5647 4.9828 -0.06 -0.01 -0.02
C 1.8120 -2.7110 5.2092 0.08 0.04 0.04
C 2.0460 -1.6417 4.3607 -0.02 -0.04 -0.03
C 3.2442 0.1164 1.8786 -0.08 0.04 -0.16
C 4.1146 -0.9663 2.0103 -0.09 0.08 0.03
C 5.4837 -0.7783 1.8912 -0.03 -0.04 0.03
C 5.9925 0.4803 1.6054 0.05 0.00 -0.02
C 5.1295 1.5506 1.4168 0.02 0.01 -0.03
C 3.7613 1.3719 1.5525 -0.02 -0.04 0.01
H 0.2530 5.0676 1.1263 0.00 0.04 -0.08
H -0.1588 6.9297 -0.4435 -0.04 0.01 0.02
H -1.3469 6.5247 -2.5675 0.02 0.00 0.01
H -2.0235 4.2408 -3.2059 0.00 0.00 -0.01
H -2.4887 -0.5785 -0.0133 -0.09 -0.12 0.05
H -4.6201 -1.0650 1.1302 0.02 0.02 0.02
H -6.5257 0.4917 0.9067 0.00 0.00 0.00
H -6.2906 2.5550 -0.4305 0.00 -0.02 0.00
H -4.1602 3.0477 -1.5832 -0.07 0.01 0.00
H 0.0220 2.0835 -3.9927 0.03 0.04 -0.06
H -0.3449 2.1864 -6.4336 -0.02 0.00 -0.01
H -2.6016 1.7613 -7.3609 0.02 -0.02 0.00
H -4.4713 1.2059 -5.8541 0.00 0.02 0.01
H -4.1214 1.1394 -3.4117 -0.03 -0.01 -0.03
H -0.9996 4.2273 2.6592 0.03 0.00 0.08
H -0.1505 4.5889 4.9544 0.01 0.00 -0.01
H 1.4601 2.9858 5.9323 -0.02 -0.01 0.00
H 2.1332 0.9883 4.6867 -0.01 0.00 0.00
H -0.5408 -2.0970 2.2198 0.00 -0.06 -0.01
H -0.9453 -4.0048 3.7341 -0.01 0.02 -0.02
H 0.5678 -4.4032 5.6445 0.01 0.01 0.00
H 2.4761 -2.8838 6.0461 -0.02 0.00 0.00
H 2.8999 -1.0037 4.5432 0.06 -0.01 -0.03
H 3.7204 -1.9546 2.2070 0.02 -0.04 0.11
H 6.1528 -1.6171 2.0337 0.01 0.00 -0.02
H 7.0618 0.6272 1.5287 -0.01 0.00 -0.01
H 5.5252 2.5280 1.1743 -0.01 0.00 0.01
H 3.0931 2.2118 1.4083 0.03 0.02 0.05
Cl 2.4352 -7.2702 -0.1666 0.01 -0.03 -0.04
C 1.6149 -5.7575 -0.2721 -0.21 -0.04 0.03
C 0.2474 -5.7249 -0.2471 0.21 -0.20 -0.02
C -0.4209 -4.4972 -0.2648 -0.27 0.74 0.10
I -2.5121 -4.4268 -0.2158 0.16 -0.13 0.05
C 0.2386 -3.2778 -0.2721 -0.04 -1.30 0.16
O -0.4084 -2.1282 -0.1587 -1.33 -3.00 1.46
C 1.6646 -3.3213 -0.4179 -0.11 -0.20 -0.03
N 2.3212 -2.1312 -0.6162 0.34 -0.46 0.13
C 3.6339 -2.1473 -0.7515 -0.14 0.10 -0.10
C 4.3941 -3.3202 -0.7120 0.07 -0.13 -0.02
C 3.7596 -4.5190 -0.5366 0.06 0.10 0.01
C 2.3559 -4.5586 -0.3946 -0.03 0.21 -0.07
H -0.3155 -6.6466 -0.1978 0.02 -0.01 0.01
H 4.1242 -1.1915 -0.9024 -0.02 0.01 0.01
H 5.4658 -3.2640 -0.8381 0.00 0.00 0.02
H 4.3194 -5.4441 -0.5181 -0.01 0.00 0.00
N -3.7911 -1.8008 -2.8334 -0.58 0.41 -0.15
N -2.4665 -1.8240 -3.0981 0.60 0.03 0.15
N -1.9472 -2.4891 -4.0960 -0.08 -0.11 -0.14
C -0.6683 -2.1407 -4.0207 0.05 0.09 -0.04
N -0.4465 -1.2912 -3.0137 -0.15 -0.52 -0.81
N -1.6204 -1.1021 -2.4355 -0.40 -0.33 -0.26
H -4.2746 -2.5672 -3.2763 0.13 -0.19 0.00
H -3.9803 -1.6660 -1.8494 0.09 -0.11 0.10
H 0.0801 -2.5044 -4.7031 0.02 0.01 0.03
```
Forces are in eV/Å.

How positive or negative is each atom? The Löwdin charges in e answer that:
1. La 1.86
2. O -0.80
3. S 0.98
4. C -0.35
5. C -0.05
6. C -0.03
7. C -0.03
8. C -0.05
9. C -0.34
10. P 0.98
11. C -0.38
12. C -0.14
13. C -0.07
14. C -0.05
15. C -0.05
16. C -0.08
17. C -0.40
18. C -0.12
19. C -0.06
20. C -0.06
21. C -0.06
22. C -0.09
23. C -0.36
24. C -0.07
25. C -0.03
26. C -0.03
27. C -0.04
28. C -0.32
29. P 1.04
30. C -0.35
31. C -0.10
32. C -0.06
33. C -0.05
34. C -0.05
35. C -0.10
36. C -0.36
37. C -0.12
38. C -0.07
39. C -0.06
40. C -0.06
41. C -0.09
42. H 0.11
43. H 0.12
44. H 0.12
45. H 0.12
46. H 0.06
47. H 0.11
48. H 0.12
49. H 0.12
50. H 0.12
51. H 0.11
52. H 0.11
53. H 0.12
54. H 0.12
55. H 0.09
56. H 0.11
57. H 0.12
58. H 0.12
59. H 0.10
60. H 0.08
61. H 0.11
62. H 0.12
63. H 0.12
64. H 0.10
65. H 0.11
66. H 0.12
67. H 0.12
68. H 0.11
69. H 0.10
70. Cl 0.76
71. C -0.60
72. C -0.15
73. C -0.61
74. I 0.97
75. C -0.45
76. O -0.51
77. C -0.15
78. N -0.03
79. C -0.13
80. C -0.02
81. C 0.02
82. C -0.15
83. H 0.11
84. H 0.12
85. H 0.12
86. H 0.10
87. N 0.18
88. N -0.24
89. N 0.18
90. C -0.14
91. N -0.09
92. N -0.06
93. H 0.12
94. H 0.08
95. H 0.13

---

Results for energy above the lowest of the compared OMol25 structures with the same formula, charge and spin: 115.8 0.0 (in kJ/mol, following the order of the records).